1.
81
Properties=species:S:1:pos:R:3 method="wB97M-V/def2-TZVPD" homo_energy_ev="-14.955 / -14.955" relative_energy_kj_mol=302.9 multiplicity=1 orbital_gap_ev="3.28 / 3.28" charge=+3
Pt -0.51 -0.20 -0.58
C -1.73 1.49 2.31
P -1.51 1.89 0.50
C -3.06 2.71 0.09
C -3.05 3.92 -0.62
C -4.24 4.59 -0.84
C -5.44 4.06 -0.39
C -5.46 2.83 0.25
C -4.28 2.15 0.48
C -0.21 3.16 0.56
C -0.45 4.38 1.20
C 0.57 5.31 1.28
C 1.81 5.04 0.73
C 2.05 3.82 0.09
C 1.04 2.88 0.01
C -0.54 0.75 2.71
C 0.12 0.63 3.97
C 1.20 -0.19 3.77
C 1.21 -0.52 2.38
C 2.17 -1.30 1.59
P 1.30 -1.86 0.05
C 2.64 -2.45 -1.02
C 3.75 -1.62 -1.19
C 4.80 -2.02 -2.00
C 4.74 -3.25 -2.65
C 3.62 -4.06 -2.50
C 2.56 -3.66 -1.70
C 0.35 -3.26 0.70
C -1.02 -3.09 0.91
C -1.75 -4.09 1.53
C -1.12 -5.26 1.93
C 0.24 -5.42 1.72
C 0.98 -4.43 1.11
N 0.14 0.04 1.78
H -2.63 0.87 2.43
H -1.88 2.40 2.89
H -2.11 4.35 -0.96
H -4.22 5.54 -1.35
H -6.36 4.60 -0.55
H -6.39 2.41 0.58
H -4.30 1.19 0.98
H -1.42 4.60 1.62
H 0.39 6.25 1.78
H 2.60 5.77 0.78
H 3.01 3.62 -0.35
H 1.20 1.92 -0.47
H -0.18 1.10 4.88
H 1.92 -0.53 4.48
H 2.56 -2.15 2.15
H 3.03 -0.67 1.32
H 3.80 -0.65 -0.71
H 5.66 -1.38 -2.12
H 5.55 -3.56 -3.28
H 3.58 -5.01 -3.01
H 1.70 -4.30 -1.59
H -1.50 -2.16 0.59
H -2.81 -3.96 1.69
H -1.69 -6.04 2.41
H 0.73 -6.33 2.05
H 2.04 -4.55 0.95
C -2.35 1.42 -3.15
C -1.09 1.13 -3.95
S 0.36 0.68 -2.92
C 0.97 -0.83 -3.77
C -0.01 -1.99 -3.90
S -0.77 -2.48 -2.30
C -2.55 -2.59 -2.72
C -3.20 -1.29 -3.15
S -2.88 0.10 -1.99
H -3.18 1.61 -3.82
H -2.22 2.30 -2.52
H -0.81 2.03 -4.50
H -1.25 0.34 -4.67
H 1.84 -1.12 -3.19
H 1.29 -0.52 -4.77
H 0.55 -2.86 -4.25
H -0.80 -1.78 -4.61
H -3.00 -2.97 -1.80
H -2.65 -3.34 -3.50
H -4.28 -1.43 -3.16
H -2.90 -0.99 -4.15

=====

2.
79
Properties=species:S:1:pos:R:3 method="wB97M-V/def2-TZVPD" homo_energy_ev="-12.879 / -13.126" multiplicity=2 s_squared=0.756 orbital_gap_ev="6.52 / 6.61" charge=+2
V -1.73 -0.63 -2.21
C -0.55 -1.18 -3.61
C -0.34 0.24 -3.17
C -1.05 1.39 -3.83
C -2.60 1.31 -3.84
C -3.23 0.39 -2.85
C -3.42 -1.07 -3.06
C -2.94 -1.86 -4.24
C -1.49 -1.60 -4.69
C 0.77 -0.89 3.66
H 0.28 -1.89 -3.45
H 0.65 0.50 -2.78
H -0.72 1.55 -4.87
H -0.78 2.33 -3.32
H -2.97 2.33 -3.65
H -2.95 1.11 -4.86
H -4.01 0.87 -2.25
H -4.36 -1.46 -2.65
H -3.60 -1.71 -5.11
H -3.04 -2.93 -4.02
H -1.13 -2.53 -5.15
H -1.46 -0.92 -5.55
H 1.08 -1.93 3.51
H 0.51 -0.77 4.72
H 1.60 -0.22 3.43
P 2.37 0.79 0.31
P -0.64 -0.48 2.68
C 0.66 1.05 0.77
C -0.25 0.07 1.00
C 3.43 2.03 -0.41
C 2.95 3.05 -1.26
C 3.73 4.19 -1.44
C 4.98 4.29 -0.83
C 5.49 3.25 -0.05
C 4.74 2.10 0.11
C 2.76 -0.81 -0.50
C 2.02 -1.96 -0.17
C 2.35 -3.23 -0.68
C 3.40 -3.37 -1.60
C 4.02 -2.22 -2.08
C 3.66 -0.95 -1.59
C -1.67 0.77 3.47
C -1.16 2.07 3.61
C -1.90 3.04 4.28
C -3.17 2.75 4.77
C -3.69 1.46 4.61
C -2.95 0.47 3.97
C -1.77 -1.87 2.37
C -1.43 -3.12 2.91
C -2.20 -4.24 2.59
C -3.26 -4.12 1.69
C -3.64 -2.87 1.17
C -2.89 -1.74 1.52
H 0.45 2.09 1.05
H -0.78 -0.41 0.16
H 1.97 2.93 -1.72
H 3.34 5.01 -2.05
H 5.59 5.19 -0.95
H 6.46 3.31 0.46
H 5.13 1.28 0.70
H 1.15 -1.87 0.48
H 1.82 -4.12 -0.36
H 3.72 -4.37 -1.95
H 4.81 -2.33 -2.84
H 4.10 -0.07 -2.07
H -0.17 2.32 3.20
H -1.47 4.03 4.43
H -3.77 3.51 5.26
H -4.68 1.21 5.00
H -3.34 -0.54 3.86
H -0.56 -3.20 3.57
H -1.93 -5.21 3.02
H -3.81 -5.02 1.39
H -4.48 -2.79 0.49
H -3.17 -0.76 1.12
O 3.01 1.17 1.89
C 2.78 2.32 2.62
O 1.88 3.11 2.44
H 3.55 2.37 3.42

=====

Looking at calculated total energy for the records above, in order, we have -93742.166; -86286.514 eV.